Entry 1:
Computed, not measured: a 6-piece molecular cluster, C22H52N6O9P overall at a distorted geometry, with ωB97M-V with the def2-TZVPD basis set.

Element x y z (Å)
C 8.15314 -1.98750 1.84258
O 6.94370 -1.29796 1.60906
C 7.05808 -0.25945 0.65267
C 7.19684 1.14882 1.29500
C 5.95766 1.62680 2.11006
C 4.58712 1.54390 1.36198
C 3.51701 0.99303 2.37642
C 2.08306 1.12750 1.73984
N 1.88150 0.18459 0.62466
P 0.73457 -0.99983 0.90001
O 1.34685 -2.37587 0.59281
O -0.59377 -0.87229 -0.17648
O 0.11474 -1.08485 2.45822
H 7.91059 -3.07176 1.86917
H 8.92424 -1.85287 1.06250
H 8.58018 -1.72434 2.82978
H 7.93571 -0.37689 -0.02663
H 6.17772 -0.34644 -0.01351
H 8.03506 1.05283 2.02726
H 7.55204 1.90414 0.56483
H 5.89184 1.16606 3.11393
H 6.12913 2.71013 2.31405
H 4.56861 0.84412 0.50978
H 4.20870 2.51776 1.00662
H 3.75529 -0.04601 2.66981
H 3.56006 1.66570 3.26339
H 1.29460 1.13496 2.52241
H 2.06804 2.15220 1.28937
H -1.35086 -1.06412 0.39200
H 0.48200 -1.86948 2.87773
C -3.18210 -3.42373 -0.35586
C -4.26323 -2.46410 0.06219
O -4.03702 -1.49602 0.76932
N -5.53204 -2.70446 -0.37783
C -5.99570 -3.79045 -1.21769
H -2.23206 -3.10504 0.06605
H -3.40488 -4.42757 0.01130
H -3.08962 -3.43518 -1.44356
H -6.20297 -2.02344 -0.06050
H -6.44373 -3.37280 -2.12277
H -6.75822 -4.35622 -0.67735
H -5.18744 -4.45868 -1.49629
C -0.56209 -1.99675 5.83074
C -0.09125 -3.42231 5.72732
O 0.80410 -3.75619 4.97204
N -0.70290 -4.35301 6.51500
C -1.77631 -4.15221 7.46670
H 0.01312 -1.37623 5.14834
H -1.61593 -1.92751 5.55508
H -0.41492 -1.62386 6.84665
H -0.33781 -5.28362 6.39320
H -1.43712 -4.46833 8.45624
H -2.62967 -4.76870 7.17423
H -2.08684 -3.11349 7.51191
C -0.44337 3.72690 -0.22198
C 0.94740 4.28554 -0.35508
O 1.88272 3.79593 0.25350
N 1.12905 5.35382 -1.18421
C 0.12566 6.03502 -1.98499
H -0.42231 2.88415 0.46566
H -1.11982 4.48631 0.17472
H -0.80606 3.37858 -1.18524
H 2.08228 5.67642 -1.22342
H 0.41537 5.97310 -3.03788
H 0.08777 7.08845 -1.68994
H -0.86060 5.58060 -1.85676
C -0.88535 3.07824 -3.96976
C -2.17688 3.76922 -3.61422
O -2.27300 4.52240 -2.65256
N -3.25620 3.52129 -4.39720
C -3.32903 2.65544 -5.55674
H -0.11386 3.36463 -3.25987
H -1.01046 1.99473 -3.92679
H -0.56264 3.37421 -4.96933
H -4.08822 4.00748 -4.10413
H -3.64694 3.24334 -6.42148
H -4.07470 1.88236 -5.36221
H -2.37721 2.18307 -5.77391
C -3.77915 -1.93584 -5.70209
C -2.88774 -1.04786 -4.87263
O -2.03150 -0.33460 -5.37548
N -3.05742 -1.05813 -3.52534
C -4.00695 -1.82786 -2.74558
H -3.52340 -1.81836 -6.75178
H -3.63518 -2.98133 -5.42453
H -4.82530 -1.65527 -5.56565
H -2.42499 -0.44297 -3.03468
H -4.63871 -1.14078 -2.17935
H -3.45739 -2.45815 -2.04346
H -4.63348 -2.45416 -3.37350

## Properties
Molecular weight ... 575.67 g/mol
Charge ... -1

Atom charges from the Mulliken analysis, given in e for atoms 1 to 5: number 1, C, carries -0.7117; number 2, O, carries -0.2775; number 3, C, carries -0.5843; number 4, C, carries -0.5682; number 5, C, carries -0.7706


Entry 2:
Computed, not measured: a 3-piece molecular cluster, C22H53BN8O4P2 overall at a distorted geometry, with ωB97M-V with the def2-TZVPD basis set.

Element x y z (Å)
C -3.14052 1.15720 -2.02304
C -1.64411 1.10825 -2.37099
O -1.52440 1.23522 -3.80706
B -1.25989 0.08720 -4.50032
O -0.31971 0.14581 -5.51813
C -2.00858 -1.31849 -4.24842
C -2.27654 -1.90743 -5.56925
N -2.34543 -2.53271 -6.53066
C -1.22424 -2.29082 -3.30153
C 0.19069 -1.84941 -3.24289
N 1.32257 -1.75784 -3.06211
C -1.35282 -3.78507 -3.64775
C -1.17046 -4.72963 -2.45739
C 0.12020 -4.49201 -1.65880
C -1.08151 -6.17407 -3.05546
H -3.23084 1.54320 -1.00574
H -3.61893 1.84034 -2.72364
H -3.60157 0.17238 -2.09766
H -1.15819 1.99040 -1.95167
H -1.13646 0.23561 -1.95328
H 0.53799 0.25414 -5.08231
H -2.96532 -1.08370 -3.77572
H -1.65106 -2.14889 -2.30432
H -2.34924 -3.97699 -4.05629
H -0.65804 -4.00882 -4.46163
H -2.02904 -4.74438 -1.78062
H 0.05354 -3.59204 -1.04902
H 0.26712 -5.34648 -0.99514
H 0.97015 -4.45507 -2.34278
H -0.04164 -6.50490 -2.98466
H -1.67510 -6.89136 -2.48838
H -1.33953 -6.18292 -4.11558
O 0.61281 -3.49129 1.40257
P 1.21199 -3.82376 2.73817
N 0.13124 -5.04676 3.26025
C -0.88863 -5.01935 4.27893
C 0.21432 -6.31197 2.55068
N 0.99276 -2.28085 3.47348
C 0.35759 -2.04460 4.75176
C 0.68607 -1.16498 2.57936
N 2.42332 -4.24006 3.84873
C 2.32648 -5.16936 4.95456
C 3.56240 -3.32663 3.95261
H -0.66843 -5.73109 5.08925
H -1.86582 -5.29168 3.86429
H -1.01002 -4.04627 4.74233
H 1.13935 -6.85534 2.79536
H 0.20592 -6.15554 1.46757
H -0.62429 -6.96157 2.79750
H -0.73677 -2.03454 4.67158
H 0.65940 -1.06892 5.14464
H 0.65832 -2.77124 5.50829
H -0.36968 -1.16030 2.28011
H 1.29601 -1.19752 1.68210
H 0.90245 -0.21750 3.07920
H 1.71814 -4.77436 5.77362
H 3.31982 -5.38052 5.35485
H 1.92760 -6.13583 4.65100
H 3.39139 -2.55005 4.70298
H 3.76459 -2.84811 2.99564
H 4.47052 -3.87147 4.22162
O 1.08117 4.09974 0.57256
P 0.96127 5.57374 0.28939
N -0.70271 5.74882 0.71133
C -1.86641 5.93714 -0.11785
C -1.00883 5.65753 2.12771
N 1.28474 5.51315 -1.39947
C 0.42617 6.04267 -2.43736
C 1.93070 4.30064 -1.89343
N 1.20818 7.25457 0.35232
C 0.21274 8.29951 0.46779
C 2.50380 7.74327 -0.12560
H -2.35395 6.90383 0.08324
H -2.61196 5.15432 0.06622
H -1.64954 5.91256 -1.18000
H -0.64988 6.54067 2.67891
H -0.53433 4.77945 2.57596
H -2.08168 5.57681 2.29840
H -0.39336 5.35570 -2.68214
H 1.00087 6.19615 -3.35554
H 0.01547 7.02027 -2.18145
H 1.21622 3.47483 -1.99916
H 2.72979 3.97678 -1.23354
H 2.38786 4.47629 -2.87062
H -0.36127 8.42578 -0.45458
H 0.69583 9.25352 0.68794
H -0.47555 8.12916 1.29309
H 2.48269 7.96526 -1.19612
H 3.28804 7.01167 0.06327
H 2.79595 8.65089 0.40798

## Properties
Energy relative to the best compared isomer or geometry (same formula, charge and spin) ... 0.0 kcal/mol
Molecular weight ... 566.48 g/mol

Atom charges from the Mulliken analysis, given in e for atoms 1 to 5: number 1, C, carries -1.3384; number 2, C, carries 0.3463; number 3, O, carries -0.4616; number 4, B, carries 0.5965; number 5, O, carries -0.5545


Entry 3:
Computed, not measured: a 5-piece molecular cluster, C22H53BrFN2O7P3S2 overall at a distorted geometry, with ωB97M-V with the def2-TZVPD basis set.

Element x y z (Å)
C 1.70729 1.75002 3.81001
C 2.04346 1.10090 2.34535
P 1.84273 2.18237 0.83781
C 3.24624 3.37651 0.45469
C 3.89547 2.90797 -1.01388
N 0.21718 2.75214 0.44460
C -0.34474 3.70911 1.44950
P 0.11369 5.49652 0.81374
S -1.36142 6.42689 -0.04139
C -1.94405 3.65946 1.73881
C -2.89883 3.32887 0.46028
N -4.18892 2.70576 1.03472
C -2.19074 2.26960 -0.59211
F -2.02527 3.05777 -1.87154
S -3.52438 0.91801 -0.82250
C -0.74831 1.65310 -0.04933
C -1.01684 0.45542 1.02848
O -1.12033 0.62107 2.37849
O -1.24016 -0.97585 0.62524
P 0.15323 1.05054 -1.67440
O -0.98059 0.43544 -2.84208
Br 1.51360 -0.74603 -1.24976
H 0.54146 1.99256 3.89719
H 2.34489 2.71232 4.07695
H 1.89913 0.92170 4.64737
H 3.18518 0.75255 2.40154
H 1.43529 0.07421 2.29403
H 3.01510 4.52061 0.51147
H 4.11965 3.18255 1.24530
H 2.98021 2.41454 -1.59879
H 4.62368 2.01087 -0.76327
H 4.39964 3.78916 -1.59456
H 0.34779 3.32926 -0.44522
H 0.18393 3.66908 2.51988
H 1.14116 5.34753 -0.22673
H 0.73794 6.28261 1.87715
H -2.23660 2.95140 2.65537
H -2.25576 4.74804 2.11993
H -3.27529 4.27530 -0.14639
H -5.02398 3.13668 0.53513
H -4.32328 2.97996 2.03187
H -3.76717 0.79460 -2.22888
H -1.08824 -0.55350 -2.72050
C -4.20044 -0.46706 3.92737
C -4.61637 0.74564 4.74453
C -5.54260 0.35444 5.88490
O -5.27908 1.68107 3.89760
H -5.07260 -0.95374 3.47644
H -3.54401 -0.16884 3.10290
H -3.67359 -1.19906 4.54742
H -3.72616 1.24137 5.14685
H -6.46237 -0.10307 5.50344
H -5.84358 1.23869 6.45684
H -5.05607 -0.35295 6.56368
H -6.07088 1.24956 3.53577
C 3.24622 -1.85416 -5.40624
C 2.65058 -3.13846 -4.85201
C 1.15556 -3.21572 -5.11723
O 2.88478 -3.19997 -3.44742
H 2.79313 -0.97578 -4.93294
H 4.32028 -1.80651 -5.19723
H 3.09644 -1.78430 -6.48816
H 3.15000 -4.00158 -5.30554
H 0.62830 -2.38567 -4.63368
H 0.73828 -4.13936 -4.70207
H 0.94302 -3.18666 -6.19048
H 2.44497 -2.43734 -3.03630
C 6.96117 -3.36710 -2.42052
C 6.54524 -2.15440 -1.60335
C 5.61900 -2.54560 -0.46298
O 5.88252 -1.21898 -2.45028
H 6.08901 -3.85378 -2.87145
H 7.61760 -3.06889 -3.24499
H 7.48802 -4.09910 -1.80047
H 7.43546 -1.65867 -1.20103
H 4.69924 -3.00311 -0.84445
H 5.31803 -1.66135 0.10896
H 6.10554 -3.25299 0.21580
H 5.09073 -1.65048 -2.81212
C -4.55798 -2.98526 -0.72892
C -3.50190 -4.02474 -1.06889
C -3.38366 -5.07329 0.02562
O -2.24294 -3.37951 -1.24268
H -4.30195 -2.45392 0.19466
H -4.62341 -2.23023 -1.51964
H -5.54184 -3.44823 -0.60435
H -3.75509 -4.51004 -2.01782
H -3.08597 -4.61604 0.97594
H -2.61140 -5.80777 -0.22689
H -4.33230 -5.59890 0.17288
H -2.00999 -2.94577 -0.40502

## Properties
Molecular weight ... 713.63 g/mol

Atom charges from the Mulliken analysis, given in e for atoms 1 to 5: number 1, C, carries -0.8455; number 2, C, carries -0.4567; number 3, P, carries 0.1271; number 4, C, carries -0.6806; number 5, C, carries -0.5632


Values for HOMO-LUMO gap, Eh, ordered as above
0.170; 0.313; 0.287